Run P
ORCA calculation (wB97M-V/def2-TZVPD) on a structure of composition C4H4NO3.

```
12
Properties=species:S:1:pos:R:3:lowdin_charge:R:1
C -0.34995 1.74096 0.54144 -0.1484
C -1.51009 -0.50163 -0.00819 -0.6587
C -0.27374 0.47296 0.00343 -0.1940
C 1.47524 -0.47910 -0.21784 -0.1877
N -0.48605 1.78431 -0.71853 0.1522
O -1.25709 -1.63069 -0.48274 -0.0600
O -2.61438 -0.11129 0.42489 -0.0468
O 1.15479 -1.62478 0.35040 -0.1306
H -0.35808 2.60075 1.17771 0.0914
H 2.19991 0.05489 0.28008 0.0447
H 1.77701 -0.43516 -1.23762 0.0676
H 0.24244 -1.87123 -0.11305 0.0703
```

The charge is -1. As for the HOMO energy: -3.9758 eV. As for the spin multiplicity: 1.



Run Q
ORCA calculation (wB97M-V/def2-TZVPD) on a cluster of 2 separate species, C4H4NO3 in total.

```
12
Properties=species:S:1:pos:R:3:lowdin_charge:R:1
C -0.79211 0.57487 0.14661 -0.0661
C 2.20195 -0.12512 0.38129 -0.1548
C 0.00732 -0.48582 0.32665 -0.2957
C -2.18781 0.34777 -0.27879 -0.6004
N 2.48640 0.32677 -0.71134 -0.0339
O -2.56678 -0.96246 -0.18664 -0.0266
O -2.96570 1.21341 -0.62164 0.0046
O -0.30218 -1.66123 0.52252 -0.0574
H -0.41020 1.58089 0.04380 0.0815
H 2.84573 -0.11420 1.22854 0.0163
H 3.34957 0.84997 -1.01685 0.0410
H -1.66619 -1.54485 0.16584 0.0914
```

The charge is -1. As for the HOMO energy (spin up / spin down): -3.7324 / -3.7329 eV. As for the spin multiplicity: 1.



Most stable structure, least stable structure: run Q, run P.



Run P
ORCA calculation (wB97M-V/def2-TZVPD) on a structure of composition C2H6N2OS2.

```
13
Properties=species:S:1:pos:R:3:lowdin_charge:R:1
C 1.25079 -0.00727 1.91942 -0.4980
C 0.02538 0.40053 -0.40078 -0.7720
H 0.44518 0.58448 2.59368 0.0973
H 2.14729 0.11143 2.58909 0.0274
H 1.06892 -1.20865 1.83792 0.0217
H -0.78063 2.33808 -0.00018 0.2260
H -2.16181 0.78472 -0.40550 0.2298
H -1.80985 -2.61875 0.05944 -0.1089
N -0.46762 1.67568 -1.13066 -0.1045
N -0.89534 -0.48030 -0.40772 -0.4449
O -1.91243 1.47049 -1.47054 -0.2711
S 1.69908 0.62307 0.28245 0.8361
S -0.55695 -2.02822 0.13922 0.7611
```

The charge is 0. As for the HOMO energy: -9.1186 eV. As for the spin multiplicity: 1.



Run Q
ORCA calculation (wB97M-V/def2-TZVPD) on an isolated molecule of C2H6N2OS2.

```
13
Properties=species:S:1:pos:R:3:lowdin_charge:R:1
C -0.94485 0.05890 1.21816 -0.4763
C -0.52087 -0.20273 -0.27470 -0.5365
H 1.07466 1.64442 1.60000 -0.0486
H -0.66629 -0.97403 1.71130 0.1064
H -2.13495 0.12701 1.08056 0.0962
H 1.12126 -0.56423 -1.48247 0.0916
H 2.77449 0.90195 0.69739 -0.1093
H -1.32032 -0.81349 -2.96202 0.0789
N 0.85005 -0.13563 -0.53567 -0.3907
N -1.31462 -0.48253 -1.18626 0.0307
O -0.61291 -0.93623 -2.34374 -0.0716
S -0.54398 1.79599 2.03112 0.5300
S 2.23835 -0.41940 0.44632 0.6991
```

The charge is 0. Its structure (SMILES) is O/N=C(/CS)NS. As for the HOMO energy: -9.2956 eV. As for the spin multiplicity: 1.



Most stable structure, least stable structure: run Q, run P.